The following is a DFT calculation (ωB97M-V with the def2-TZVPD basis set) of a 2-piece molecular cluster, C3H4N2O overall at a distorted geometry.

The geometry in XYZ format:
```
10
Properties=species:S:1:pos:R:3:forces:R:3:nbo_charge:R:1
C 1.384 1.079 0.059 0.2 -0.2 -0.2 0.19
C -1.322 1.479 -0.003 1.2 0.7 1.4 0.38
C 0.608 -0.006 0.386 -1.5 -1.0 2.6 -0.13
N 2.034 1.959 -0.246 1.2 2.0 -0.6 -0.33
N 0.624 -1.100 -0.455 -0.3 1.3 1.3 -0.80
O -2.399 1.057 -0.112 -0.5 -0.4 -0.4 -0.48
H -1.110 2.619 0.257 0.2 -1.4 -0.6 0.14
H 0.578 -0.144 1.510 -0.3 -0.2 -1.5 0.23
H 0.780 -2.056 -0.278 -0.1 -0.6 0.6 0.41
H 0.465 -0.778 -1.348 -0.1 -0.2 -2.6 0.38
```
Forces are in eV/Å.

Kohn-Sham gap (spin up / spin down) (eV): 7.9423 / 7.9115
Relative energy (zero: lowest compared OMol25 entry of this formula, charge and spin) (eV): 4.444
Spin multiplicity: 1

***

The following is a DFT calculation (ωB97M-V with the def2-TZVPD basis set) of a 2-piece molecular cluster, C5H16N3 overall at a distorted geometry.

The geometry in XYZ format:
```
24
Properties=species:S:1:pos:R:3:forces:R:3:nbo_charge:R:1
C 0.353 1.736 1.119 2.5 -1.0 -2.9 -0.68
C 2.013 0.002 -0.740 0.1 -2.0 0.6 -0.42
C 0.011 -0.638 -1.982 0.7 4.2 -0.9 -0.42
C -1.336 -0.749 1.099 -2.5 -0.7 -2.1 -0.66
C -0.101 1.002 -0.133 -2.5 0.6 -0.4 0.62
N -0.470 -1.876 1.554 -0.3 -2.0 -1.6 -0.72
N -1.193 1.517 -0.692 -3.2 2.5 0.4 -0.79
N 0.661 0.373 -1.048 -0.1 -1.7 0.5 -0.42
H 0.985 0.994 1.608 0.5 1.0 0.5 0.23
H -0.282 2.238 1.760 -2.4 -0.2 1.2 0.26
H 0.807 2.655 0.699 1.2 -0.7 0.2 0.26
H 2.501 0.652 -0.023 -0.1 -0.1 0.2 0.23
H 2.050 -1.110 -0.477 0.2 1.3 0.3 0.17
H 2.577 0.032 -1.638 0.6 0.3 -0.9 0.23
H -0.569 -0.101 -2.749 -0.1 0.0 0.3 0.22
H 0.831 -0.952 -2.560 0.8 -1.3 -0.5 0.23
H -0.637 -1.334 -1.557 -0.6 -1.3 1.3 0.21
H -1.594 -0.184 1.979 -0.2 0.2 0.4 0.17
H -2.363 -1.267 0.688 2.4 1.4 1.0 0.18
H -0.794 -2.291 2.454 1.0 0.2 -0.6 0.42
H 0.447 -1.426 1.502 0.1 -1.0 0.9 0.43
H -1.714 2.280 -0.149 0.9 -2.1 -1.3 0.41
H -1.699 1.106 -1.498 0.8 0.5 1.1 0.42
H -0.484 -2.659 0.785 0.2 1.8 2.0 0.43
```
Forces are in eV/Å.

Kohn-Sham gap (eV): 8.2127
Relative energy (zero: lowest compared OMol25 entry of this formula, charge and spin) (eV): 4.947
Spin multiplicity: 1
Net charge: +1

***

The following is a DFT calculation (ωB97M-V with the def2-TZVPD basis set) of C17H24IrN4O7SeSi as an isolated structure at a distorted geometry.

The geometry in XYZ format:
```
55
Properties=species:S:1:pos:R:3:forces:R:3:nbo_charge:R:1
Ir 0.377 -0.230 -1.530 -1.2 -1.6 2.4 1.44
O -1.332 3.360 4.236 0.0 0.0 0.1 -0.76
C -1.174 3.965 3.158 0.2 -0.5 -0.5 0.75
O -1.237 5.158 2.851 -0.1 0.1 0.1 -0.71
C -0.784 3.013 1.985 -0.2 0.4 0.7 0.01
C 0.494 2.455 1.976 0.0 -0.2 -0.3 -0.25
C 0.846 1.591 0.963 0.3 0.1 0.2 0.07
N -0.019 1.266 -0.003 0.9 -0.9 -1.4 -0.51
C -1.251 1.770 0.006 -0.7 0.1 -0.1 0.12
C -1.673 2.663 0.972 0.3 -0.2 -0.2 -0.22
C -2.182 1.231 -1.074 0.3 1.0 0.7 0.75
O -3.233 1.792 -1.293 0.0 -0.4 -0.1 -0.61
O -1.746 0.155 -1.642 1.5 -0.6 -1.2 -0.72
H 1.205 2.694 2.755 0.0 0.0 0.0 0.23
H 1.817 1.113 0.915 0.0 0.0 -0.1 0.23
H -2.678 3.055 0.914 0.0 0.0 0.0 0.25
N 0.462 -2.444 -2.024 -0.4 1.8 -0.6 -0.77
C 1.460 -3.186 -1.259 0.5 0.4 0.6 -0.36
C 2.206 -2.305 -0.231 0.0 -1.2 -0.4 0.80
O 3.044 -2.865 0.452 -0.1 0.4 0.1 -0.65
O 1.891 -1.063 -0.194 -0.5 1.7 -0.9 -0.76
H -0.487 -2.752 -1.854 0.0 0.0 0.0 0.41
H 0.644 -2.439 -3.021 -0.1 -0.1 -0.1 0.41
H 2.235 -3.590 -1.907 -0.1 -0.1 -0.1 0.22
H 1.011 -3.998 -0.691 -0.1 0.0 -0.1 0.23
C -1.972 0.026 4.802 -0.3 0.2 0.0 -0.43
N -0.538 -0.166 4.740 0.2 0.1 0.1 -0.36
C 0.346 0.372 5.647 0.1 0.1 0.1 -0.05
C 1.584 -0.008 5.275 -0.1 0.1 0.1 -0.09
N 1.451 -0.777 4.136 -0.3 0.2 0.1 -0.37
C 2.553 -1.385 3.432 0.3 -0.1 -0.1 -0.42
C 0.139 -0.862 3.798 -0.1 -0.1 -0.1 0.26
Se -0.609 -1.745 2.373 -0.1 -0.2 -0.3 -0.38
H -2.334 -0.266 5.788 0.1 0.0 0.0 0.19
H -2.443 -0.596 4.046 0.1 0.0 0.0 0.25
H -2.207 1.077 4.618 0.1 0.0 0.0 0.26
H 0.010 0.999 6.454 0.0 0.0 0.0 0.24
H 2.546 0.217 5.700 0.0 0.0 0.0 0.22
H 3.111 -2.040 4.103 0.0 0.0 0.0 0.20
H 3.220 -0.621 3.034 0.0 0.0 0.0 0.20
H 2.181 -1.974 2.604 -0.1 0.0 -0.1 0.27
C -0.573 1.522 -5.716 0.1 -0.2 0.3 -1.13
Si -0.227 -0.136 -4.863 -1.0 0.0 -1.4 1.88
C 0.784 -1.170 -6.104 -0.1 0.2 0.3 -1.13
C -1.906 -0.959 -4.565 0.3 0.1 0.1 -1.15
O 0.683 -0.006 -3.547 0.2 -0.1 2.2 -1.14
H -1.000 1.359 -6.708 0.0 -0.1 0.0 0.22
H 0.344 2.102 -5.837 0.0 0.0 0.0 0.23
H -1.278 2.127 -5.144 0.0 0.0 0.0 0.24
H 0.484 -0.980 -7.136 -0.1 0.0 0.0 0.23
H 0.692 -2.244 -5.922 0.0 0.0 0.0 0.22
H 1.838 -0.903 -6.006 0.0 0.0 0.0 0.23
H -2.528 -0.970 -5.462 0.1 0.0 -0.1 0.23
H -2.441 -0.409 -3.788 0.0 0.0 0.0 0.27
H -1.805 -1.991 -4.215 0.0 0.0 0.0 0.21
```
Forces are in eV/Å.

Kohn-Sham gap (spin up / spin down) (eV): 6.0413 / 6.0787
Relative energy (zero: lowest compared OMol25 entry of this formula, charge and spin) (eV): 3.883
Spin multiplicity: 1
Net charge: -1

***

The following is a DFT calculation (ωB97M-V with the def2-TZVPD basis set) of C10H16INOS as an isolated structure at a distorted geometry.

The geometry in XYZ format:
```
30
Properties=species:S:1:pos:R:3:forces:R:3:nbo_charge:R:1
C 1.479 0.530 -0.848 -0.7 -2.3 -2.6 -0.42
C 1.429 -0.802 -0.536 1.2 2.1 0.1 0.37
C -2.253 2.011 1.362 3.3 2.9 3.9 -0.39
C -1.193 2.867 0.581 -1.0 0.8 -0.4 -0.39
C -1.752 0.790 2.180 1.7 2.1 -1.5 -0.40
C -0.447 2.079 -0.526 -1.1 0.7 0.5 -0.42
C -0.944 -0.174 1.378 -0.9 -1.1 -0.4 -0.42
C 0.671 1.299 0.148 3.9 1.0 -0.1 -0.28
C 0.478 0.199 1.215 0.1 0.6 1.0 0.10
C 1.072 -4.422 -1.658 -2.9 1.3 -1.0 -0.79
N 2.430 -3.024 -3.213 -0.1 -0.1 -0.9 -0.89
O 1.172 -1.014 0.758 -0.6 -0.4 0.1 -0.56
S 2.450 -3.250 -1.636 -0.1 0.6 0.1 0.75
I 3.956 -2.263 -4.357 -0.3 -0.1 0.9 0.32
H 1.631 0.918 -1.869 0.1 -0.3 0.7 0.22
H -2.705 2.823 2.084 -0.1 -2.0 -1.6 0.21
H -2.751 1.630 0.569 -2.9 -0.9 -2.0 0.20
H -1.808 3.814 0.258 1.3 -1.8 0.0 0.21
H -0.337 3.282 1.128 -0.5 0.0 0.7 0.20
H -1.065 1.021 2.965 -0.1 0.8 1.2 0.19
H -2.556 0.263 2.525 -2.3 -1.0 1.3 0.21
H -1.029 1.348 -1.095 -0.5 0.2 0.1 0.20
H -0.166 2.857 -1.270 0.7 -0.9 0.4 0.23
H -1.002 -1.149 1.932 0.0 0.5 -1.1 0.22
H -1.374 -0.151 0.356 0.1 -1.1 0.4 0.20
H 1.492 1.988 0.545 -1.5 -0.1 -0.1 0.21
H 0.942 0.501 2.189 -0.3 -0.4 -0.8 0.19
H 0.754 -4.845 -0.716 0.7 -0.1 0.5 0.24
H 1.388 -5.140 -2.390 0.0 -0.6 0.0 0.24
H 0.038 -3.986 -2.061 2.5 -0.3 0.6 0.24
```
Forces are in eV/Å.

Kohn-Sham gap (spin up / spin down) (eV): 7.3846 / 7.4829
Relative energy (zero: lowest compared OMol25 entry of this formula, charge and spin) (eV): 2.100
Spin multiplicity: 1

***

The following is a DFT calculation (ωB97M-V with the def2-TZVPD basis set) of the molecule C16H22N2O5.

The geometry in XYZ format:
```
45
Properties=species:S:1:pos:R:3:forces:R:3:nbo_charge:R:1
C -3.848 -3.492 -0.124 0.1 -0.2 0.0 -0.25
O -4.328 -2.168 -0.146 -0.1 0.4 0.0 -0.48
C -3.437 -1.158 -0.006 0.0 0.2 0.0 0.27
C -2.064 -1.320 0.096 0.0 -0.1 0.0 -0.27
C -1.226 -0.212 0.191 -0.6 0.0 0.0 -0.12
C 0.229 -0.483 0.278 0.5 0.2 0.0 0.65
O 0.703 -1.564 0.597 0.0 -0.2 0.0 -0.64
N 1.042 0.564 -0.001 0.3 0.5 -0.2 -0.44
N 2.418 0.363 0.013 -0.5 -0.7 0.3 -0.46
C 3.247 1.243 -0.592 0.2 0.0 0.0 0.67
O 2.823 2.271 -1.085 -0.2 0.3 -0.1 -0.63
C 4.707 0.842 -0.550 -0.1 0.2 -0.1 -0.32
C 4.954 -0.557 -1.158 0.0 -0.2 -0.1 -0.40
C 5.354 -1.455 0.014 0.2 0.0 -0.1 -0.40
C 6.090 -0.500 0.947 -0.1 0.0 0.1 -0.40
C 5.238 0.768 0.899 0.2 0.0 0.1 -0.40
C -1.765 1.064 0.238 0.0 -0.1 0.0 -0.25
C -3.143 1.243 0.166 -0.1 0.0 0.0 0.25
O -3.607 2.536 0.201 0.1 -0.4 -0.3 -0.52
C -4.571 2.832 1.198 -0.2 0.1 0.3 -0.25
C -3.986 0.139 0.009 -0.3 0.0 -0.1 0.25
O -5.354 0.266 -0.105 0.6 -0.1 0.4 -0.52
C -5.786 0.849 -1.321 -0.1 0.1 -0.3 -0.25
H -3.172 -3.687 -0.962 0.0 0.0 0.0 0.18
H -3.336 -3.717 0.816 0.0 0.0 0.0 0.18
H -4.730 -4.123 -0.217 0.1 0.0 0.0 0.20
H -1.603 -2.294 0.088 0.0 -0.1 0.0 0.25
H 0.774 1.433 -0.444 0.0 -0.2 0.0 0.43
H 2.669 -0.568 0.327 0.0 0.2 -0.1 0.43
H 5.248 1.603 -1.116 -0.2 0.0 0.0 0.24
H 4.081 -0.934 -1.692 0.0 0.0 -0.1 0.22
H 5.776 -0.500 -1.872 0.0 0.0 0.0 0.21
H 5.975 -2.291 -0.305 -0.1 -0.1 0.0 0.22
H 4.473 -1.862 0.514 -0.1 -0.1 0.0 0.19
H 6.191 -0.891 1.958 0.1 0.0 0.0 0.22
H 7.087 -0.297 0.555 0.1 0.0 0.0 0.20
H 5.807 1.658 1.161 -0.1 0.1 0.1 0.22
H 4.408 0.683 1.601 0.0 0.0 0.0 0.21
H -1.156 1.945 0.363 0.1 0.1 0.0 0.23
H -5.441 2.176 1.145 0.1 0.0 0.0 0.19
H -4.123 2.752 2.194 0.0 0.0 -0.1 0.18
H -4.873 3.862 1.017 0.0 0.0 0.1 0.19
H -5.544 0.199 -2.168 0.0 0.0 0.1 0.18
H -6.867 0.947 -1.238 0.0 0.0 -0.1 0.19
H -5.336 1.832 -1.484 0.0 0.0 0.0 0.18
```
Forces are in eV/Å.

Kohn-Sham gap (eV): 9.2302
Relative energy (zero: lowest compared OMol25 entry of this formula, charge and spin) (eV): 3.081
Spin multiplicity: 1

***

The following is a DFT calculation (ωB97M-V with the def2-TZVPD basis set) of an isolated ion of composition C8H10N3O2 and charge -1 at a distorted geometry.

The geometry in XYZ format:
```
23
Properties=species:S:1:pos:R:3:forces:R:3:nbo_charge:R:1
H 3.033 -2.428 -0.176 -1.6 2.2 0.4 0.31
N 2.532 -1.496 0.205 -0.4 -1.5 -1.8 -0.31
N 1.685 -1.078 -0.622 1.1 -1.1 1.3 -0.10
C 1.022 0.190 -0.157 2.1 -0.4 4.1 -0.07
C 0.940 1.051 -1.245 1.1 -1.2 1.3 0.28
N 1.048 1.911 -1.944 0.1 3.7 -3.6 -0.31
C 2.181 0.852 1.061 -3.7 0.5 -1.2 -0.13
C 3.390 1.247 0.679 0.7 0.2 1.4 -0.44
C -0.445 0.093 0.305 -0.4 -1.1 0.0 -0.42
C -1.269 -0.586 -0.761 -2.0 -1.5 -0.7 -0.41
C -2.735 -0.974 -0.287 0.4 1.4 -0.7 -0.53
C -3.520 0.287 0.368 0.9 -4.1 -0.1 0.77
O -3.673 0.149 1.577 0.1 0.6 2.2 -0.79
O -4.018 1.021 -0.439 -1.0 2.9 -2.1 -0.76
H 1.616 1.075 2.093 1.8 -0.9 -2.3 0.24
H 4.076 1.491 1.523 -0.5 0.3 -0.7 0.20
H 3.894 1.289 -0.314 -1.0 -0.5 0.7 0.22
H -0.905 1.080 0.523 0.7 -0.6 0.2 0.26
H -0.571 -0.645 1.096 0.4 0.6 0.9 0.23
H -0.809 -1.551 -1.031 0.2 0.3 0.0 0.19
H -1.425 -0.047 -1.697 0.4 0.4 0.1 0.21
H -3.320 -1.163 -1.252 0.7 -0.4 1.5 0.20
H -2.724 -1.767 0.494 0.0 0.2 -0.9 0.19
```
Forces are in eV/Å.

Kohn-Sham gap (eV): 6.6502
Relative energy (zero: lowest compared OMol25 entry of this formula, charge and spin) (eV): 3.097
Spin multiplicity: 1
Net charge: -1

***

> Among the records above, which one has the highest relative energy (zero: lowest compared OMol25 entry of this formula, charge and spin)?

C5H16N3

***

> Among the records above, which one has the lowest relative energy (zero: lowest compared OMol25 entry of this formula, charge and spin)?

C10H16INOS